No. 1
Formula: C7H8N2O2S
Source: the OMol25 dataset
Level of theory: the ωB97M-V functional and the def2-TZVPD basis

Structure (ORCA input):
```
! wB97M-V def2-TZVPD RIJCOSX def2/J DEFGRID3
* xyz 0 1
C -1.63778 0.98186 0.05308
C -0.40546 1.55437 -0.05579
C -0.74948 -1.26146 -0.28480
C -1.73413 -0.41352 -0.02705
C 0.69742 0.73910 -0.31966
C 0.51843 -0.68299 -0.35525
C -3.13905 -0.86763 0.20608
N 3.39186 -0.30536 1.30514
N 2.02023 1.18281 -0.38434
O 4.07451 -0.03921 -1.12349
O 1.72062 -1.26916 -0.60426
S 2.97103 -0.13886 -0.20412
H -2.50137 1.50877 0.30057
H -0.26465 2.59265 0.18289
H -1.13511 -2.26464 -0.35417
H -3.37900 -1.02670 1.29674
H -3.96691 -0.16736 -0.32974
H -3.27500 -1.98073 -0.15884
H 4.38831 -0.27369 1.23729
H 2.40552 2.13177 -0.38025
*
```

## Properties
DFT total energy: -929.60761 Ha
ΔE to the lowest compared entry with this formula, charge and spin: 89.2 kcal per mole
E_HOMO: -8.45 eV
LUMO: 0.460 eV


No. 2
Formula: C7H8N2O2S
Source: the OMol25 dataset
Level of theory: the ωB97M-V functional and the def2-TZVPD basis

Structure (ORCA input):
```
! wB97M-V def2-TZVPD RIJCOSX def2/J DEFGRID3
* xyz 0 1
C -3.37333 -0.68985 1.07470
C -1.20330 -0.51007 -0.57604
C -0.31370 0.49242 -0.33036
C 1.14203 0.25469 -0.33862
C 2.00450 1.27958 -0.04934
C 3.79965 -0.13804 -0.07510
C 2.93042 -1.19050 -0.46255
H -3.24997 -1.75709 1.21386
H -2.76960 -0.13468 1.77761
H -4.41799 -0.39454 1.30970
H -0.84486 -1.46127 -0.83377
H -1.62892 1.78193 -0.31733
H 1.59203 2.24832 0.20460
H 4.83406 -0.35664 -0.03479
H 3.34341 -2.18746 -0.66536
N 3.31521 1.08082 0.14521
N 1.63468 -0.99786 -0.48799
O -3.19822 1.22522 -0.78614
O -0.66189 1.75419 -0.11990
S -2.93419 -0.29919 -0.64837
*
```

## Properties
DFT total energy: -929.66628 Ha
ΔE to the lowest compared entry with this formula, charge and spin: 52.4 kcal per mole
E_HOMO: -8.88 eV
LUMO: -0.282 eV


No. 3
Formula: C7H8N2O4
Source: the OMol25 dataset
Level of theory: the ωB97M-V functional and the def2-TZVPD basis

Structure (ORCA input):
```
! wB97M-V def2-TZVPD RIJCOSX def2/J DEFGRID3
* xyz 0 1
C 2.22282 -2.61400 -1.26270
C 3.19484 -1.72011 -0.86084
C -0.73718 1.20765 0.06083
C 1.18323 -2.43460 -0.26194
C -1.94152 1.35691 -0.95321
C -2.92302 2.08315 -0.08030
C 1.66356 -1.39742 0.49337
N -0.94802 1.96480 1.02184
N 0.95188 -0.68425 1.57248
O -0.21953 -1.04468 1.78865
O 1.45217 0.32215 2.00389
O 2.90775 -0.98359 0.18614
O -2.20304 2.77664 0.89652
H 2.32115 -3.18146 -2.12407
H 4.19453 -1.50987 -1.35315
H -0.47893 2.20506 1.88737
H 0.26849 -3.03591 -0.02060
H -1.44567 2.03950 -1.61987
H -2.33754 0.53584 -1.34741
H -3.66296 2.79969 -0.49049
H -3.46299 1.31450 0.46351
*
```

## Properties
DFT total energy: -681.72531 Ha
ΔE to the lowest compared entry with this formula, charge and spin: 192.0 kcal per mole
E_HOMO: -8.53 eV
LUMO: -0.261 eV


No. 4
Formula: C7H8N2S
Source: the OMol25 dataset
Level of theory: the ωB97M-V functional and the def2-TZVPD basis

Structure (ORCA input):
```
! wB97M-V def2-TZVPD RIJCOSX def2/J DEFGRID3
* xyz 0 1
N -3.21225 -1.03610 0.02981
C -2.55608 -0.10186 0.07016
C -1.73296 1.08055 0.09736
C -0.25363 0.73241 0.07772
S 0.67247 2.36530 -0.19141
C 0.05000 -0.28756 -1.31036
C 0.97863 -1.22359 -1.17881
C 1.68301 -1.42558 0.05763
C 1.28343 -0.80023 1.17930
N 0.21322 0.05881 1.21606
H -1.95295 1.67438 -0.79366
H -1.98913 1.68220 0.97422
H 1.85121 1.78759 -0.36420
H -0.53876 -0.03884 -2.16893
H 1.21221 -1.88134 -2.00049
H 2.50702 -2.11784 0.07956
H 1.76970 -0.97594 2.12675
H 0.01485 0.50764 2.09928
*
```

## Properties
DFT total energy: -779.17923 Ha
ΔE to the lowest compared entry with this formula, charge and spin: 36.8 kcal per mole
E_HOMO: -8.07 eV
SMILES: N#CC[C@]1(S)C=CC=CN1
LUMO: 0.609 eV


No. 5
Formula: C7H8N3O2
Source: the OMol25 dataset
Level of theory: the ωB97M-V functional and the def2-TZVPD basis

Structure (ORCA input):
```
! wB97M-V def2-TZVPD RIJCOSX def2/J DEFGRID3
* xyz 1 1
C 1.92324 -0.25108 1.74154
N 1.31334 -0.02122 0.38810
C -0.10883 -0.00799 0.20528
C -0.78336 -0.83537 -0.70681
C -2.12273 -0.70282 -1.01805
C -2.83980 0.40092 -0.58546
C -2.13790 1.37042 0.29964
C -0.89492 1.08650 0.75373
N 2.16536 -0.13173 -0.55981
O 3.38136 -0.07103 -0.53570
N 1.42029 -0.19527 -1.77181
O 1.77168 -0.98008 -2.55424
H 3.01724 -0.35270 1.55600
H 1.78326 0.40651 2.52956
H 1.77264 -1.25342 1.98791
H -0.12789 -1.57662 -1.14101
H -2.59736 -1.53222 -1.62037
H -3.97917 0.47680 -0.77995
H -2.62435 2.30455 0.57300
H -0.33210 1.86585 1.23846
*
```

## Properties
DFT total energy: -585.76354 Ha
ΔE to the lowest compared entry with this formula, charge and spin: 113.8 kcal per mole
E_HOMO: -13.67 eV
SMILES: CN(c1ccccc1)[N+](=O)N=O
LUMO: -6.519 eV


No. 6
Formula: C7H8N4
Source: the OMol25 dataset
Level of theory: the ωB97M-V functional and the def2-TZVPD basis

Structure (ORCA input):
```
! wB97M-V def2-TZVPD RIJCOSX def2/J DEFGRID3
* xyz 0 1
H -1.50911 1.42526 4.99747
N -2.03640 0.90506 4.26980
N -1.42717 0.94387 3.15968
N -2.16934 0.47604 2.17535
C -1.66348 0.22862 0.95018
C -1.04254 -0.09280 -0.04486
N -0.19955 -0.36790 -1.07311
C -0.55682 -0.64113 -2.41624
C 0.56647 -0.83073 -3.13300
C 1.65547 -0.44453 -2.33328
C 1.17297 -0.21921 -1.05380
C 2.01293 0.02454 0.19590
H -3.07747 0.05297 2.28424
H -1.51105 -0.64148 -2.77730
H 0.65841 -0.90297 -4.25979
H 2.70536 -0.57158 -2.48323
H 1.64992 1.04568 0.63649
H 1.81345 -0.62978 0.97753
H 2.95796 0.24005 -0.07203
*
```

## Properties
DFT total energy: -490.37963 Ha
ΔE to the lowest compared entry with this formula, charge and spin: 121.5 kcal per mole
E_HOMO: -8.17 eV
SMILES: [H]/N=N/NC#Cn1cccc1C
LUMO: 0.793 eV


No. 7
Formula: C7H8N5O
Source: the OMol25 dataset
Level of theory: the ωB97M-V functional and the def2-TZVPD basis

Structure (ORCA input):
```
! wB97M-V def2-TZVPD RIJCOSX def2/J DEFGRID3
* xyz 1 3
C 1.00132 2.50166 -1.45993
C 1.01996 0.79195 -0.08554
C 0.21295 0.52629 -1.28266
C -1.72487 -1.69688 -0.35600
C -0.97878 -1.65467 -1.53907
C 1.15497 -0.09993 0.93016
C -1.08327 -0.98046 0.64425
N 0.22439 1.64920 -2.05372
N 1.53662 2.05510 -0.30078
N 0.27260 -1.18557 0.91560
N -0.26550 -0.59497 -1.67548
N -1.72630 -0.23374 1.55068
O 2.01090 0.03301 1.93698
H 1.21461 3.47631 -1.85681
H -2.74134 -2.03472 -0.28342
H -1.01408 -2.36030 -2.35604
H 2.19542 2.52940 0.29562
H 0.64435 -2.08858 0.64519
H 2.00865 -0.73218 2.52949
H -1.26880 0.09384 2.38596
H -2.69382 0.00524 1.41554
*
```

## Properties
DFT total energy: -620.20214 Ha
ΔE to the lowest compared entry with this formula, charge and spin: 0.0 kcal per mole
E_HOMO (alpha / beta): -9.97 / -12.70 eV
LUMO (alpha / beta): -3.835 / -6.547 eV


No. 8
Formula: C7H8NO3S2
Source: the OMol25 dataset
Level of theory: the ωB97M-V functional and the def2-TZVPD basis

Structure (ORCA input):
```
! wB97M-V def2-TZVPD RIJCOSX def2/J DEFGRID3
* xyz -1 1
C 2.03803 -1.28881 0.31145
C 1.42637 -0.51004 1.21440
C -0.34067 1.34236 1.07420
C -1.95443 -0.48731 -0.60306
C 1.42556 -1.81243 -0.88135
C -0.06903 -0.12571 1.05186
C 0.12513 -1.51731 -0.99568
N -0.60870 -0.65198 -0.26841
O -2.18596 -0.34169 -1.82022
O -1.16789 2.27778 -1.17834
O 1.07351 3.00418 -0.48321
S -3.12880 -0.27725 0.65012
S 0.30283 1.83153 -0.67854
H 3.13735 -1.47361 0.55193
H 1.68754 0.18041 2.02390
H -1.29146 1.59121 1.33956
H -1.58843 1.55315 -1.60080
H 1.88874 -2.48313 -1.54268
H -0.68588 -0.72207 1.84555
H 0.39591 1.73547 1.77591
H -0.47973 -1.82474 -1.78659
*
```

## Properties
DFT total energy: -1348.38267 Ha
ΔE to the lowest compared entry with this formula, charge and spin: 41.3 kcal per mole
E_HOMO: -4.16 eV
LUMO: 3.418 eV